ORCA calculation (ωB97M-V with the def2-TZVPD basis set) on 7 unconnected molecules or ions with the total composition C52H63BN5O14.

The geometry in ORCA input format:
```
! RIJCOSX wB97M-V def2-TZVPD def2/J DEFGRID3
* xyz 1 1
C 1.37 1.96 1.54
C 2.50 3.01 1.58
C 2.29 4.20 0.64
N 2.85 3.97 -0.70
C 4.31 4.08 -0.77
C 4.78 5.54 -0.71
C 4.46 6.27 -2.03
C 3.88 7.71 -1.89
N 3.01 7.96 -0.74
C 2.11 3.70 -1.73
N 0.69 3.77 -1.71
C 0.32 5.19 -2.00
C -1.17 5.48 -2.18
C -1.69 6.45 -1.11
C -1.69 5.90 0.32
C -2.96 5.15 0.73
C -3.38 3.94 -0.12
C -4.46 4.37 -1.13
O -5.12 3.29 -1.75
C -4.66 3.05 -3.08
N 2.68 3.39 -2.94
B 3.03 1.92 -3.12
N 2.22 0.83 -2.71
O 4.21 1.61 -3.76
H 0.68 2.05 2.37
H 1.81 0.97 1.62
H 0.80 1.96 0.62
H 2.54 3.42 2.59
H 3.44 2.51 1.41
H 2.82 5.06 1.05
H 1.25 4.47 0.60
H 4.71 3.52 0.07
H 4.73 3.62 -1.66
H 4.39 6.05 0.17
H 5.85 5.49 -0.58
H 5.40 6.37 -2.56
H 3.81 5.70 -2.68
H 4.67 8.44 -1.94
H 3.28 7.88 -2.78
H 3.56 8.34 0.02
H 2.59 7.11 -0.39
H 0.30 3.43 -0.84
H 0.75 5.85 -1.24
H 0.81 5.43 -2.94
H -1.75 4.57 -2.25
H -1.27 5.96 -3.15
H -1.03 7.31 -1.15
H -2.68 6.83 -1.34
H -0.82 5.26 0.50
H -1.59 6.74 1.00
H -3.80 5.83 0.79
H -2.80 4.78 1.75
H -2.54 3.44 -0.59
H -3.85 3.20 0.53
H -4.07 5.07 -1.86
H -5.22 4.90 -0.56
H -5.19 3.71 -3.77
H -4.84 2.01 -3.32
H -3.59 3.22 -3.15
H 2.04 3.73 -3.65
H 2.74 0.07 -2.29
H 1.43 1.03 -2.11
H 4.97 1.57 -3.16
C 7.56 -0.38 -0.96
C 7.76 -0.89 0.25
C 7.67 -0.04 1.47
O 7.85 -0.49 2.57
C 7.33 1.40 1.28
C 7.12 1.89 0.06
C 7.22 1.05 -1.15
O 7.02 1.53 -2.25
H 7.62 -0.98 -1.86
H 8.00 -1.93 0.40
H 7.26 2.01 2.17
H 6.89 2.94 -0.12
C -0.64 -4.01 -1.81
C 0.09 -2.90 -1.72
C -0.52 -1.62 -1.29
O 0.15 -0.60 -1.22
C -1.95 -1.61 -0.96
C -2.68 -2.72 -1.04
C -2.09 -4.01 -1.47
O -2.75 -5.02 -1.55
H -0.22 -4.96 -2.12
H 1.15 -2.88 -1.96
H -2.37 -0.67 -0.65
H -3.74 -2.73 -0.80
C -7.64 -3.57 -2.26
C -8.42 -3.86 -1.23
C -8.68 -2.86 -0.16
O -9.38 -3.12 0.80
C -8.03 -1.53 -0.29
C -7.25 -1.25 -1.33
C -6.99 -2.25 -2.40
O -6.27 -1.99 -3.34
H -7.44 -4.29 -3.05
H -8.91 -4.82 -1.11
H -8.22 -0.82 0.50
H -6.76 -0.29 -1.44
C 5.58 -4.37 -0.79
C 4.55 -5.12 -1.15
C 3.96 -6.12 -0.22
O 3.02 -6.80 -0.55
C 4.58 -6.24 1.13
C 5.62 -5.49 1.48
C 6.19 -4.49 0.55
O 7.13 -3.79 0.88
H 6.02 -3.63 -1.46
H 4.09 -5.05 -2.13
H 4.14 -6.98 1.79
H 6.08 -5.56 2.46
C -4.59 -4.28 1.99
C -4.30 -4.85 3.16
C -4.42 -4.09 4.43
O -4.15 -4.60 5.49
C -4.90 -2.68 4.35
C -5.19 -2.12 3.18
C -5.06 -2.88 1.91
O -5.34 -2.36 0.85
H -4.51 -4.81 1.05
H -3.95 -5.87 3.23
H -4.98 -2.15 5.29
H -5.54 -1.10 3.10
C -3.37 -9.61 3.56
C -3.22 -10.74 4.24
C -2.15 -10.89 5.26
O -2.01 -11.92 5.87
C -1.25 -9.72 5.49
C -1.41 -8.59 4.81
C -2.47 -8.45 3.79
O -2.61 -7.41 3.17
H -4.14 -9.47 2.81
H -3.86 -11.60 4.08
H -0.48 -9.85 6.23
H -0.77 -7.73 4.96
*
```

Values from the calculation:
**HOMO-LUMO gap**: 7.58 eV
**DFT total energy**: -3370.909044 Eh
**Largest force on an atom**: 2.00 eV Å⁻¹